ORCA calculation (wB97M-V/def2-TZVPD) on a structure of composition C21H21CrN7O2SeSi.

Calculated values
LUMO energy (spin up / spin down) (eV): -1.40 / -1.39
HOMO level (spin up / spin down) (eV): -6.940 / -7.361
Charge: 0
Spin multiplicity: 5
Energy above the lowest of the compared OMol25 structures with the same formula, charge and spin (kJ/mol): 0.00
Kohn-Sham gap (spin up / spin down) (eV): 5.544 / 5.968
F_max (eV/Å): 3.7

Geometry as XYZ:
```
54
Properties=species:S:1:pos:R:3:mulliken_charge:R:1
Cr 1.20 0.47 0.06 -0.14
Se -3.21 0.04 6.17 0.28
N -3.43 0.87 4.64 -0.82
C -2.40 0.53 3.89 0.63
C -2.08 1.17 2.65 0.98
C -3.00 2.05 1.97 -1.12
C -2.70 2.44 0.70 -0.82
C -1.34 2.16 0.23 -0.24
N -0.51 1.34 0.89 0.26
C -0.86 0.90 2.07 0.16
C 0.10 -0.04 2.69 -0.66
N 1.30 -0.27 2.07 -0.12
C 2.13 -1.14 2.58 -0.17
C 1.92 -1.83 3.86 -0.69
C 0.71 -1.60 4.47 -0.92
C -0.19 -0.71 3.87 1.43
C -1.43 -0.36 4.54 0.63
N -1.68 -0.69 5.77 -0.76
H -3.95 2.32 2.39 0.52
H -3.30 3.02 0.06 0.48
H -1.08 2.52 -0.77 0.24
H 3.09 -1.29 2.04 0.40
H 2.71 -2.49 4.21 0.42
H 0.58 -2.24 5.29 0.49
C -0.36 -3.30 0.79 -1.02
C -0.46 -2.74 -0.62 0.73
C -0.83 -3.47 -1.73 -0.81
C -0.87 -2.81 -2.94 -0.59
C -0.44 -1.51 -3.04 -0.76
C -0.02 -0.80 -1.90 0.97
N -0.03 -1.48 -0.70 0.11
N 0.45 0.48 -1.87 0.23
Si 0.87 1.55 -3.20 -0.16
C 2.00 0.56 -4.39 -1.09
C -0.72 2.14 -4.03 -1.10
C 1.70 3.09 -2.65 -1.05
H -0.36 -4.41 0.80 0.41
H -1.27 -3.02 1.33 0.21
H 0.52 -2.92 1.28 0.08
H -1.33 -4.45 -1.60 0.30
H -1.20 -3.34 -3.85 0.38
H -0.31 -1.07 -4.02 0.24
H 1.40 -0.23 -4.95 0.28
H 2.67 -0.04 -3.74 0.29
H 2.49 1.22 -5.08 0.41
H -0.50 2.69 -4.98 0.35
H -1.24 2.89 -3.41 0.28
H -1.47 1.41 -4.24 0.39
H 2.76 2.89 -2.39 0.26
H 1.25 3.30 -1.71 0.28
H 1.58 3.90 -3.37 0.38
O 4.54 1.45 0.07 -0.56
N 3.42 1.07 0.05 0.46
O 3.21 -0.18 -0.24 -0.36
```

ORCA calculation (wB97M-V/def2-TZVPD) on a cluster of 6 separate species, C25H28BrN2O9 in total.

Calculated values
LUMO energy (eV): 2.48
HOMO level (eV): -5.694
Charge: -1
Energy above the lowest of the compared OMol25 structures with the same formula, charge and spin (kJ/mol): 0.00
Kohn-Sham gap (eV): 8.169
F_max (eV/Å): 2.3

Geometry as XYZ:
```
65
Properties=species:S:1:pos:R:3:mulliken_charge:R:1
Br 0.38 -0.12 0.57 -0.53
C -0.69 -4.23 -0.75 0.59
O -1.03 -5.17 -1.48 -0.74
N -1.59 -3.28 -0.37 -0.24
N 0.58 -3.94 -0.37 -0.28
H -1.37 -2.46 0.17 0.12
H -2.56 -3.50 -0.55 0.18
H 0.79 -3.34 0.41 0.20
H 1.25 -4.47 -0.89 0.23
C -5.80 1.29 -2.22 -0.71
C -4.98 1.37 -1.10 -0.47
C -3.79 0.64 -1.02 -0.01
C -3.44 -0.22 -2.04 0.04
C -4.24 -0.28 -3.17 -0.63
C -5.40 0.46 -3.27 1.01
O -6.09 0.52 -4.46 -0.58
O -3.06 0.64 0.15 -0.43
H -6.70 1.87 -2.35 0.38
H -5.16 2.09 -0.31 0.38
H -2.56 -0.84 -1.90 0.20
H -3.97 -0.95 -3.99 0.28
H -5.60 0.01 -5.11 0.27
H -2.13 0.54 -0.10 0.23
C 4.30 0.38 0.47 -0.25
C 5.42 0.93 -0.16 -0.63
C 6.34 1.61 0.63 0.99
C 6.21 1.77 1.99 -0.71
C 5.10 1.19 2.61 -0.34
C 4.21 0.44 1.87 0.38
O 3.14 -0.13 2.49 -0.52
O 7.55 1.94 0.04 -0.56
H 3.58 -0.26 0.00 0.22
H 5.53 0.74 -1.22 0.26
H 6.92 2.27 2.63 0.39
H 4.89 1.32 3.67 0.36
H 2.36 -0.25 1.92 -0.13
H 7.57 1.73 -0.89 0.28
C -1.73 2.51 4.91 -0.64
C -0.94 2.26 3.80 -0.30
C 0.45 2.50 3.78 0.08
C 1.05 2.96 4.95 -0.39
C 0.27 3.16 6.07 -0.50
C -1.11 3.04 6.06 0.76
O -1.88 3.35 7.14 -0.55
O 1.20 2.19 2.70 -0.47
H -2.80 2.40 4.93 0.39
H -1.34 1.85 2.89 0.53
H 2.12 3.07 5.06 0.41
H 0.71 3.46 7.02 0.22
H -1.41 3.86 7.81 0.29
H 0.99 1.27 2.39 0.02
C -0.82 -0.94 -4.37 -0.38
C -0.98 -2.24 -4.86 -0.67
C -0.25 -3.27 -4.26 -0.05
C 0.66 -3.00 -3.23 -0.46
C 0.85 -1.70 -2.80 0.12
C 0.05 -0.71 -3.33 0.03
O 0.12 0.57 -2.83 -0.59
O -0.47 -4.59 -4.63 -0.63
H -1.38 -0.10 -4.76 0.52
H -1.58 -2.42 -5.74 0.45
H 1.25 -3.84 -2.88 0.84
H 1.59 -1.53 -2.03 0.26
H 0.25 0.60 -1.87 0.13
H -0.83 -5.00 -3.83 0.35
```

ORCA calculation (wB97M-V/def2-TZVPD) on a cluster of 4 separate species, C6H9ClN3O4 in total.

Calculated values
LUMO energy (eV): 3.27
HOMO level (eV): -6.185
Charge: -1
Energy above the lowest of the compared OMol25 structures with the same formula, charge and spin (kJ/mol): 659.59
Kohn-Sham gap (eV): 9.459
F_max (eV/Å): 9.7

Geometry as XYZ:
```
23
Properties=species:S:1:pos:R:3:mulliken_charge:R:1
Cl 9.54 -7.33 12.99 1.82
O 10.52 -8.27 12.68 -0.72
O 9.57 -7.00 14.36 -0.75
O 9.95 -6.09 12.23 -0.76
O 8.19 -7.80 12.81 -0.68
C 10.49 -5.02 13.84 -0.26
C 11.72 -4.26 13.48 0.36
N 12.66 -3.65 13.31 -0.55
H 10.83 -6.01 14.14 0.10
H 9.73 -5.00 13.06 0.01
H 9.94 -4.59 14.67 0.37
C 9.84 -8.94 15.29 -0.74
C 8.38 -9.15 15.40 0.52
N 7.22 -9.30 15.45 -0.55
H 10.40 -9.54 16.01 0.42
H 10.04 -7.87 15.42 0.14
H 10.27 -9.30 14.35 0.23
C 8.97 -4.93 10.44 -0.44
C 9.25 -5.54 9.11 0.32
N 9.53 -5.99 8.07 -0.50
H 8.97 -3.84 10.36 0.36
H 9.73 -5.24 11.16 0.11
H 7.98 -5.26 10.76 0.19
```

ORCA calculation (wB97M-V/def2-TZVPD) on a structure of composition C28H39ClN5O4SZr.

Calculated values
LUMO energy (eV): -2.78
HOMO level (eV): -10.470
Charge: +1
Energy above the lowest of the compared OMol25 structures with the same formula, charge and spin (kJ/mol): 346.86
Kohn-Sham gap (eV): 7.690
F_max (eV/Å): 1.6

Geometry as XYZ:
```
79
Properties=species:S:1:pos:R:3:mulliken_charge:R:1
Zr -0.38 0.10 -1.81 1.65
C 2.46 -1.75 0.71 -1.10
C 2.36 -1.16 -0.66 0.83
C 2.70 0.17 -0.92 -0.22
C 2.81 0.64 -2.23 -0.47
C 2.55 -0.20 -3.31 -0.59
C 2.18 -1.52 -3.06 -0.43
C 2.08 -1.98 -1.76 -0.86
H 1.75 -2.56 0.85 0.37
H 2.27 -1.01 1.49 -0.18
H 3.47 -2.14 0.85 0.50
H 2.95 0.82 -0.09 0.39
H 3.15 1.65 -2.40 0.44
H 2.67 0.15 -4.32 0.49
H 2.00 -2.20 -3.87 0.68
H 1.84 -3.02 -1.57 0.45
Cl -2.43 -2.68 -8.92 -0.21
C -1.83 -2.14 -7.39 0.18
C -0.54 -2.48 -6.99 -1.02
C -0.05 -2.05 -5.77 -0.35
C -0.82 -1.27 -4.90 0.06
O -0.30 -0.88 -3.74 -0.02
C -2.12 -0.94 -5.32 1.32
C -3.00 -0.12 -4.49 -0.51
O -2.70 0.29 -3.40 -0.47
C -2.61 -1.37 -6.56 -0.96
H 0.07 -3.08 -7.65 0.44
H 0.95 -2.34 -5.49 0.18
H -4.00 0.10 -4.91 0.27
H -3.62 -1.09 -6.86 0.40
O -1.81 0.67 -1.14 -0.54
C -0.27 5.15 0.98 -0.82
N 0.11 4.50 -0.27 0.17
C 0.68 5.19 -1.28 -0.05
C 0.99 4.59 -2.45 -1.26
C 0.71 3.21 -2.56 1.09
N 0.17 2.50 -1.57 0.35
C -0.21 3.13 -0.38 -0.31
O -0.75 2.59 0.54 -0.46
N 0.93 2.61 -3.76 -0.21
H 0.07 6.18 0.95 0.33
H 0.19 4.63 1.82 0.20
H -1.35 5.11 1.10 0.31
H 0.86 6.24 -1.10 0.35
H 1.41 5.15 -3.28 0.43
H 1.64 3.03 -4.33 0.35
H 0.95 1.60 -3.80 -0.27
C -1.88 -3.30 5.20 -0.95
C -3.08 -3.67 4.34 -0.37
C -3.82 -2.49 3.69 -0.88
C -3.02 -1.72 2.65 -0.68
N -2.03 -0.85 3.29 0.08
C -0.97 -0.30 2.67 0.00
S -0.61 -0.69 1.08 -0.24
N -0.20 0.50 3.43 -0.16
C 0.92 1.30 2.97 0.85
C 1.93 1.54 4.09 -1.03
C 2.84 0.35 4.39 -0.31
C 2.14 -0.90 4.93 -1.06
H -1.51 -4.17 5.74 0.39
H -2.14 -2.55 5.94 0.26
H -1.05 -2.91 4.60 0.12
H -3.80 -4.22 4.95 0.32
H -2.77 -4.36 3.55 0.29
H -4.17 -1.80 4.47 0.34
H -4.71 -2.87 3.19 0.36
H -3.68 -1.11 2.03 0.30
H -2.49 -2.40 1.99 0.40
H -2.28 -0.49 4.19 0.29
H -0.54 0.72 4.36 0.35
H 0.54 2.25 2.57 -0.19
H 1.39 0.78 2.14 -0.62
H 1.40 1.86 4.99 0.39
H 2.55 2.39 3.79 0.40
H 3.59 0.68 5.12 0.38
H 3.40 0.09 3.49 0.21
H 1.50 -0.66 5.78 0.31
H 2.87 -1.64 5.26 0.42
H 1.51 -1.37 4.17 0.13
```

ORCA calculation (wB97M-V/def2-TZVPD) on the molecule C2H3N3O2.

Calculated values
LUMO energy (eV): 0.37
HOMO level (eV): -9.222
Charge: 0
Energy above the lowest of the compared OMol25 structures with the same formula, charge and spin (kJ/mol): 628.30
Kohn-Sham gap (eV): 9.588
SMILES: Oc1cnnn1O
F_max (eV/Å): 8.2

Geometry as XYZ:
```
10
Properties=species:S:1:pos:R:3:mulliken_charge:R:1
C -0.30 0.49 -0.14 0.55
C 1.03 0.87 0.08 -0.47
H -1.14 1.74 -0.10 0.35
H 1.35 1.95 0.18 0.31
H -0.91 -2.35 -0.29 0.44
N 1.79 -0.14 0.19 -0.36
N 1.11 -1.27 -0.09 -0.54
N -0.13 -0.80 -0.15 0.65
O -1.50 0.91 0.04 -0.44
O -1.29 -1.40 0.26 -0.49
```

ORCA calculation (wB97M-V/def2-TZVPD) on the ion C5H10N with charge +1.

Calculated values
LUMO energy (eV): -5.13
HOMO level (eV): -13.931
Charge: +1
Energy above the lowest of the compared OMol25 structures with the same formula, charge and spin (kJ/mol): 235.90
Kohn-Sham gap (eV): 8.802
SMILES: C=[NH+]/C(C)=C\C
F_max (eV/Å): 4.8

Geometry as XYZ:
```
16
Properties=species:S:1:pos:R:3:mulliken_charge:R:1
C 1.64 -1.48 0.10 -0.13
C -0.29 1.24 -0.16 -0.11
C -0.74 0.04 0.24 0.42
C 0.85 1.57 -1.01 -1.00
C -1.89 -0.49 0.96 -1.04
N 0.38 -1.14 -0.09 -0.15
H 2.00 -2.39 -0.24 0.27
H 2.28 -0.92 0.70 0.31
H -1.04 2.13 -0.10 0.29
H 1.22 0.67 -1.47 0.32
H 1.57 1.98 -0.22 0.29
H 0.58 2.52 -1.60 0.34
H -2.82 -0.18 0.46 0.31
H -1.93 -0.08 2.07 0.28
H -1.79 -1.62 1.04 0.33
H -0.01 -1.84 -0.68 0.26
```

ORCA calculation (wB97M-V/def2-TZVPD) on a structure of composition C13H15AgN4OS.

Calculated values
LUMO energy (eV): 0.35
HOMO level (eV): -7.164
Charge: 0
Energy above the lowest of the compared OMol25 structures with the same formula, charge and spin (kJ/mol): 37.10
Kohn-Sham gap (eV): 7.515
F_max (eV/Å): 0.8

Geometry as XYZ:
```
35
Properties=species:S:1:pos:R:3:mulliken_charge:R:1
Ag -1.16 -0.32 0.26 0.27
C -0.90 -1.07 5.01 -1.16
C -0.53 -0.69 3.59 0.59
O -1.37 -0.54 2.72 -0.52
N 0.79 -0.53 3.41 -0.03
C 1.42 -0.22 2.14 -1.18
C 1.72 -1.47 1.35 1.10
C 3.00 -2.00 1.27 -0.73
C 3.21 -3.16 0.55 -0.36
C 2.12 -3.76 -0.06 -0.48
C 0.87 -3.17 0.08 -0.38
N 0.67 -2.05 0.76 -0.09
H -1.88 -0.67 5.26 0.35
H -0.17 -0.70 5.72 0.34
H -0.96 -2.15 5.08 0.26
H 1.40 -0.77 4.18 0.25
H 2.33 0.35 2.32 0.46
H 0.71 0.39 1.55 0.25
H 3.83 -1.49 1.74 0.37
H 4.19 -3.59 0.47 0.40
H 2.23 -4.67 -0.63 0.39
H 0.00 -3.62 -0.37 0.36
C -3.06 2.03 -4.83 -1.11
C -2.00 2.52 -3.89 0.85
C -1.58 3.85 -3.87 -0.53
C -0.67 4.19 -2.88 -0.16
N -0.17 3.30 -2.04 -0.53
C -0.57 2.04 -2.19 0.35
S 0.28 0.87 -1.24 -0.51
N -1.50 1.63 -3.04 -0.48
H -3.25 2.76 -5.61 0.34
H -3.98 1.86 -4.27 0.25
H -2.75 1.09 -5.27 0.31
H -1.94 4.58 -4.58 0.33
H -0.34 5.21 -2.74 0.41
```

ORCA calculation (wB97M-V/def2-TZVPD) on a structure of composition C23H43Cl2EuFN3O4Si.

Calculated values
LUMO energy (spin up / spin down) (eV): 2.15 / 2.15
HOMO level (spin up / spin down) (eV): -2.323 / -4.717
Charge: -1
Spin multiplicity: 8
Energy above the lowest of the compared OMol25 structures with the same formula, charge and spin (kJ/mol): 312.41
Kohn-Sham gap (spin up / spin down) (eV): 4.476 / 6.869
F_max (eV/Å): 3.4

Geometry as XYZ:
```
78
Properties=species:S:1:pos:R:3:mulliken_charge:R:1
C 3.05 -2.41 -1.27 -1.36
C 2.59 -1.57 -2.41 0.52
H 2.42 -3.31 -1.19 0.21
H 2.96 -1.84 -0.34 -0.04
H 4.09 -2.75 -1.38 0.39
C 2.79 -2.04 -3.65 0.21
C 3.16 -3.45 -3.98 -1.50
H 2.82 -1.39 -4.55 0.49
H 2.55 -4.17 -3.41 0.26
H 4.23 -3.67 -3.79 0.30
H 2.98 -3.64 -5.06 0.38
Eu 0.93 0.73 1.47 0.96
Cl 2.39 -1.42 2.02 -0.74
C -0.71 3.49 1.45 0.16
O -1.14 2.31 1.37 -0.63
N -1.37 4.58 1.07 0.17
C -2.75 4.53 0.57 -0.83
C -0.62 5.80 0.76 -0.87
H 0.31 3.68 1.85 0.29
H -3.39 3.98 1.26 0.26
H -2.81 4.07 -0.43 0.27
H -3.09 5.57 0.49 0.32
H 0.19 5.93 1.50 0.31
H -1.30 6.65 0.78 0.29
H -0.16 5.74 -0.24 0.32
H -2.31 1.88 5.81 0.31
H -0.79 1.35 8.02 0.32
C -2.11 0.82 5.58 -0.89
C -0.69 0.35 7.56 -0.85
N -0.81 0.41 6.11 0.20
H -2.15 0.64 4.50 0.15
C 0.28 0.34 5.31 0.06
O 0.31 0.61 4.11 -0.49
H 0.29 -0.06 7.82 0.27
H 1.17 -0.02 5.88 0.31
H -2.88 0.23 6.09 0.35
H -1.48 -0.28 7.99 0.28
H 0.76 -4.57 3.49 0.32
H -0.19 -3.42 0.36 0.06
C -0.28 -4.72 3.16 -0.95
C -1.04 -3.79 0.98 -0.37
N -0.75 -3.59 2.39 0.26
H -0.91 -4.85 4.05 0.31
C -0.64 -2.34 2.88 -0.36
O -0.65 -1.31 2.17 -0.27
H -1.93 -3.22 0.69 0.03
H -0.53 -2.33 3.98 0.22
H -0.36 -5.60 2.52 0.33
H -1.20 -4.87 0.85 0.33
O 1.14 -0.07 -0.98 -0.03
C 2.05 -0.15 -2.09 -0.94
C 0.89 -0.06 -4.41 0.43
C 1.63 0.57 -3.41 0.48
H 0.63 -1.13 -4.32 0.77
C 0.43 0.65 -5.54 -1.27
H 2.93 0.41 -1.74 0.53
C 2.08 1.87 -3.65 -0.55
H -0.22 0.15 -6.26 0.35
C 0.81 1.98 -5.73 -0.58
C 1.67 2.57 -4.80 -0.69
H 2.74 2.34 -2.93 0.38
H 0.45 2.53 -6.60 0.37
H 2.00 3.57 -4.96 0.40
Si -0.89 -0.76 -1.92 1.83
Cl -0.19 -2.73 -1.99 -0.47
C -1.84 -1.13 -3.57 -1.58
C -1.00 1.20 -2.22 -1.36
C -2.08 -0.64 -0.43 -0.76
H -1.98 -0.25 -4.21 0.36
H -2.82 -1.41 -3.21 0.45
H -1.53 -1.97 -4.22 0.34
H -2.65 -1.59 -0.38 0.33
H -2.78 0.19 -0.67 0.28
H -1.60 -0.44 0.55 -0.17
H -0.90 1.40 -3.30 0.24
H -0.23 1.76 -1.65 0.04
H -2.00 1.52 -1.87 0.56
F 2.04 2.57 1.31 -0.81
```